Record 1
The following is a DFT calculation (ωB97M-V/def2-TZVPD) of an isolated molecule of C3H6O2 in a non-equilibrium geometry.

Frontier orbital gap: 10.74 eV
SMILES: CC(=O)CO
ΔE to the lowest compared entry with this formula, charge and spin: 193.7 kJ/mol
Lowest unoccupied orbital energy: 0.778 eV

Positions of all 11 atoms, in Å:
O: 0.04488 -1.69731 0.59109
O: 2.40842 0.25910 0.12356
C: -0.19615 -0.56931 0.24909
C: 0.92637 0.42692 -0.13905
C: -1.56133 -0.07842 0.13649
H: 0.60101 1.60720 0.02829
H: -1.73888 0.78184 -0.58595
H: 1.00013 0.38948 -1.21597
H: -1.79472 0.36951 1.07682
H: 2.57406 -0.71329 -0.16337
H: -2.26380 -0.77572 -0.10101


Record 2
The following is a DFT calculation (ωB97M-V/def2-TZVPD) of the ion C2H6N3O2 with charge +1 in a non-equilibrium geometry.

Frontier orbital gap: 8.97 eV
SMILES: [NH3+]/C=C/N[N+](=O)[O-]
ΔE to the lowest compared entry with this formula, charge and spin: 550.4 kJ/mol
Lowest unoccupied orbital energy: -4.393 eV
Charge: +1

Positions of all 13 atoms, in Å:
O: 1.65346 3.21141 -0.99634
O: 0.88945 1.75888 -2.42747
N: 0.64008 1.41068 -0.21543
N: -0.96460 -2.11983 0.75444
N: 1.10432 2.20688 -1.35128
C: -0.46816 -0.74272 0.92218
C: -0.02005 0.26242 -0.23226
H: -0.33437 -0.26375 1.92848
H: 0.66078 1.81869 0.69856
H: -1.94765 -2.09771 0.53629
H: -0.35462 -2.63518 -0.04948
H: -0.69689 -2.61692 1.58238
H: -0.16175 -0.19287 -1.15008


Record 3
The following is a DFT calculation (ωB97M-V/def2-TZVPD) of an isolated molecule of C2H2F2O3 in a non-equilibrium geometry.

Frontier orbital gap: 11.55 eV
SMILES: O=C(F)C(O)(O)F
ΔE to the lowest compared entry with this formula, charge and spin: 104.7 kJ/mol
Lowest unoccupied orbital energy: 0.545 eV

Positions of all 9 atoms, in Å:
F: 0.51855 0.67666 -1.55736
F: -0.35370 1.70643 1.21718
O: 1.29426 0.31063 1.60351
O: -1.48921 0.06504 -0.73772
O: 0.30987 -1.36252 -0.55735
C: -0.12138 -0.01207 -0.60390
C: 0.44604 0.75376 0.92191
H: -1.69605 -0.83083 -0.33309
H: 1.09161 -1.30711 0.04681


Record 4
The following is a DFT calculation (ωB97M-V/def2-TZVPD) of a structure of composition C31H23F3N3O3P2PtS2Se2Te.

Frontier orbital gap (alpha / beta): 6.86 / 6.34 eV
Expectation value of S²: 2.01
ΔE to the lowest compared entry with this formula, charge and spin: 61.1 kJ/mol
Lowest unoccupied orbital energy (alpha / beta): 2.159 / 1.285 eV
Charge: -1
Multiplicity: 3

Positions of all 71 atoms, in Å:
Pt: 0.03682 -0.27256 -0.06381
Te: 0.78761 -1.34628 -2.25252
Se: 3.12413 2.74318 5.30889
Se: 0.27278 -1.92374 1.80645
S: 3.59533 -3.01241 -1.50245
S: -2.53433 1.00814 1.11703
P: 1.59637 -0.70824 3.00405
P: 4.06418 2.58125 3.43787
F: -2.77223 3.55545 0.45200
F: -3.57278 3.06021 2.40157
F: -4.64999 2.49258 0.61192
O: -1.22682 1.33875 1.67403
O: -2.47277 0.68675 -0.30435
O: -3.35660 0.15370 1.93460
N: 3.07749 2.39469 0.95428
N: 2.24336 1.78492 0.15236
N: 1.68208 0.78374 0.79061
C: 3.06951 1.77338 2.15407
C: 2.15618 0.71171 2.05511
C: 6.88780 2.28171 3.33090
C: 5.13678 4.27890 1.45950
C: 4.23873 -3.43814 4.53197
C: 5.11231 -2.62697 2.44532
C: 5.65546 1.69570 3.61190
C: 5.03118 -0.92680 -1.25870
C: 3.05527 -1.73297 3.31213
C: 5.13603 6.67647 1.63568
C: -3.42658 2.61656 1.14445
C: 4.15675 5.34605 3.38052
C: 5.22487 -3.45031 3.55690
C: 4.02964 -1.77422 2.31583
C: 4.48857 4.18729 2.69325
C: 0.82570 -0.27558 4.57794
C: 4.47934 6.59019 2.85167
C: 6.80497 -0.26105 4.43965
C: 3.14819 -2.58836 4.40734
C: 5.11416 -2.28648 -1.19591
C: -0.43932 0.38514 6.95542
C: -0.54463 -0.02873 4.58836
C: 8.02798 0.32127 4.13696
C: 3.71745 -0.47457 -1.56951
C: 0.92637 0.13614 6.94638
C: 2.82462 -1.49568 -1.73826
C: -1.16977 0.31069 5.77766
C: 8.06618 1.59352 3.58911
C: 1.56229 -0.18116 5.75726
C: 5.46430 5.51893 0.93946
C: 5.62851 0.42617 4.18638
H: 3.43246 0.56478 -1.65686
H: 5.96180 5.58351 -0.01963
H: 5.38668 7.64514 1.22156
H: 5.86917 -2.64159 1.67284
H: 4.68077 -0.01745 4.46722
H: 9.01661 2.06263 3.36853
H: 2.36551 -2.60628 5.15231
H: 4.30791 -4.09840 5.38677
H: 6.93789 3.28096 2.92607
H: 5.87259 -0.26819 -1.09143
H: 5.98306 -2.88933 -0.98606
H: -1.12075 -0.09122 3.67501
H: 5.36312 3.38340 0.89872
H: 4.21066 7.48870 3.39193
H: 3.93957 -1.14817 1.43504
H: 6.76065 -1.24827 4.87971
H: 1.50524 0.21526 7.85753
H: 2.63292 -0.32487 5.75136
H: -0.93351 0.64436 7.88352
H: 6.07772 -4.11005 3.65862
H: 3.64480 5.26466 4.33089
H: 8.94905 -0.21006 4.34143
H: -2.23245 0.51357 5.77324


Record 5
The following is a DFT calculation (ωB97M-V/def2-TZVPD) of a cluster of 2 separate species, C6H7ClO in total in a non-equilibrium geometry.

Frontier orbital gap: 10.17 eV
SMILES: Clc1ccccc1.O
ΔE to the lowest compared entry with this formula, charge and spin: 61.0 kJ/mol
Lowest unoccupied orbital energy: 0.807 eV

Positions of all 15 atoms, in Å:
Cl: -1.17812 -1.49739 -0.08994
O: -3.43329 -3.29717 -0.30841
C: 1.75951 2.03145 0.16899
C: -0.01542 -0.19977 -0.01367
C: 1.16209 1.69960 -1.07327
C: 0.29153 0.56642 -1.14078
C: 0.44331 0.17753 1.23897
C: 1.31721 1.27544 1.31122
H: 0.19727 -0.44644 2.10831
H: -3.42489 -4.23982 -0.02629
H: -0.29101 0.28923 -2.02927
H: 1.69825 1.65955 2.26666
H: -2.49782 -3.09952 -0.54099
H: 2.51589 2.82450 0.10151
H: 1.45549 2.25637 -1.97301


Record 6
The following is a DFT calculation (ωB97M-V/def2-TZVPD) of a cluster of 4 separate species, C17H34BClNO17S4 in total in a non-equilibrium geometry.

Frontier orbital gap: 6.33 eV
Lowest unoccupied orbital energy: 1.821 eV
Charge: -1

Positions of all 75 atoms, in Å:
Cl: -2.07645 0.15353 3.06560
S: -2.34760 6.43920 -0.56326
S: 0.99819 -5.40215 -5.98003
S: -0.96326 2.81886 -0.28399
S: 1.31533 -5.08895 -1.63753
O: -0.88501 4.49858 4.78948
O: -1.68858 6.17655 0.89417
O: -0.30932 -5.03479 -6.87102
O: 2.57734 -5.32603 -2.27305
O: 0.30345 1.30166 2.02557
O: -2.18399 8.05490 -0.58185
O: -0.83999 0.08443 0.45230
O: 2.08040 -4.54033 -6.83070
O: 0.83988 -6.47106 -0.92678
O: 1.09473 -4.00781 -0.72888
O: -3.74450 6.13021 -0.48437
O: -1.48531 5.88783 -1.56217
O: 0.84958 -4.79282 -4.68934
O: 1.18812 -1.08553 5.31755
O: 1.28486 -6.79540 -6.15203
O: 2.04680 1.01741 5.78820
O: 0.16991 -5.03540 -2.78424
N: 0.69586 -1.65792 -1.62928
C: -1.10491 1.53189 2.24272
C: 2.79258 0.14865 3.60685
C: -1.47663 2.96134 2.90157
C: -1.57779 1.31054 0.68003
C: -0.00347 -3.92030 -7.70945
C: 1.47616 -4.06403 -8.03232
C: 0.93793 -0.18625 -1.60441
C: 0.98307 -1.09864 2.04320
C: 1.96306 0.04730 4.97860
C: -1.07090 3.07544 4.44120
C: -1.09130 7.37962 1.37516
C: -2.14736 2.48959 5.47059
C: -0.46307 -6.30930 -2.86805
C: -0.42439 -6.86614 -1.45305
C: 1.49918 0.38496 -0.21763
C: 2.49450 -1.02860 2.56746
C: -1.89179 8.50693 0.74067
B: 0.52230 0.14920 1.08551
H: 0.31446 -1.29206 2.94559
H: 2.68752 -2.01846 3.13647
H: 0.00400 0.34600 -1.99609
H: 0.12061 -6.93218 -3.55321
H: 1.76018 0.01883 -2.39681
H: -1.48026 -6.20842 -3.24735
H: -2.70583 1.28057 0.54248
H: -1.93950 1.36005 5.57158
H: -0.62691 -3.92910 -8.60350
H: 1.04333 -2.14079 -0.78867
H: -1.12458 7.41170 2.46469
H: -1.20657 -6.42026 -0.83210
H: -2.84086 8.65965 1.26316
H: 0.91382 -2.05486 1.38952
H: 1.22255 -1.26853 6.28131
H: -0.92104 3.81340 2.35714
H: 1.92605 -3.11805 -8.33526
H: -3.21556 2.62743 5.07543
H: 2.56077 -0.05886 -0.09214
H: -2.03392 2.90782 6.53895
H: -0.27393 -1.89642 -1.85486
H: 1.63862 -4.81080 -8.81501
H: -0.19665 -3.00613 -7.14066
H: 3.27624 -1.03161 1.71822
H: -1.33858 9.44568 0.71288
H: -1.95710 3.78616 -0.29386
H: -0.02756 2.60640 4.54306
H: 2.59330 1.19410 3.16552
H: -0.52183 -7.95242 -1.43394
H: -0.04956 7.39933 1.04309
H: -2.59650 3.16360 2.70359
H: 3.90133 0.17439 3.93006
H: -0.90620 4.58511 5.77172
H: 1.66260 1.52154 -0.37399